(1)
Below is a molecular structure, C39H34BrGeN10O3ReS, with properties calculated with the ωB97M-V functional and the def2-TZVPD basis.

Atoms and positions in Å:
Re: -0.7625 0.2171 -0.0897
N: -2.1036 4.0529 1.0350
C: -1.7771 3.7056 2.3213
C: -1.3045 2.4328 2.2728
N: -1.3344 1.9948 0.9684
C: -1.8234 3.0003 0.2475
C: -1.9845 2.7214 -1.1494
N: -1.6154 1.5034 -1.5222
C: -1.8531 1.4059 -2.8711
C: -2.3761 2.5842 -3.3047
N: -2.4573 3.4075 -2.2051
H: -2.4600 4.9502 0.7480
H: -1.8953 4.3840 3.1457
H: -0.9436 1.8181 3.0781
H: -1.6294 0.5179 -3.4337
H: -2.7009 2.8994 -4.2786
H: -2.8034 4.3535 -2.2084
C: -1.0063 -2.9672 4.2954
N: -1.8933 -3.0820 3.1553
C: -2.8583 -4.1839 3.0588
C: -3.5670 -3.9182 1.7159
N: -2.8813 -2.7142 1.2394
C: -1.9814 -2.2835 2.1110
S: -1.0951 -0.7839 2.0081
H: -1.5953 -2.9501 5.2117
H: -0.4276 -2.0509 4.2227
H: -0.3270 -3.8193 4.3183
H: -3.5377 -4.1488 3.9110
H: -2.3308 -5.1363 3.0746
H: -4.6319 -3.7282 1.8394
H: -3.4373 -4.7349 1.0077
H: -3.1699 -2.1441 0.4565
N: 2.2737 2.7167 -1.7180
C: 1.6775 1.9392 -0.8252
O: 0.9344 1.0006 -1.2104
C: 1.9324 2.2003 0.6018
C: 2.1719 1.1461 1.4117
N: 2.4965 0.6845 2.6629
C: 1.9114 3.5483 1.0618
N: 1.8399 4.6358 1.4272
H: 2.1339 2.5371 -2.7008
H: 2.9645 3.3945 -1.4367
Br: 0.1096 -5.6181 -4.8471
C: -1.1646 -4.5875 -3.9283
C: -2.5248 -4.8557 -4.0813
N: -3.4726 -4.1680 -3.4552
C: -3.1027 -3.1794 -2.6536
C: -1.7697 -2.8428 -2.4403
C: -0.7724 -3.5621 -3.0941
C: -1.4006 -1.7493 -1.5404
O: -2.2699 -1.0302 -0.9323
O: -0.2036 -1.4359 -1.2975
H: -2.8531 -5.6539 -4.7354
H: -3.8964 -2.6255 -2.1650
H: 0.2702 -3.3149 -2.9469
C: 2.4425 -0.1941 1.6961
Ge: 3.3767 -1.9201 1.1921
C: 3.6154 -1.6447 -0.7142
C: 3.2119 -2.5555 -1.6863
C: 3.4598 -2.3060 -3.0297
C: 4.1109 -1.1438 -3.4148
C: 4.5328 -0.2359 -2.4532
C: 4.2913 -0.4902 -1.1119
C: 5.0484 -1.7469 2.1506
C: 5.7933 -2.9070 2.3698
C: 7.0553 -2.8365 2.9405
C: 7.5900 -1.6061 3.2911
C: 6.8631 -0.4464 3.0670
C: 5.6009 -0.5155 2.4969
C: 2.2975 -3.4493 1.6839
C: 2.6087 -4.2053 2.8133
C: 1.8891 -5.3541 3.1124
C: 0.8494 -5.7547 2.2873
C: 0.5085 -4.9892 1.1793
C: 1.2225 -3.8376 0.8832
H: 2.7292 -3.4827 -1.4033
H: 3.1648 -3.0315 -3.7768
H: 4.3149 -0.9594 -4.4611
H: 5.0801 0.6510 -2.7460
H: 4.6636 0.2080 -0.3675
H: 5.4032 -3.8757 2.0812
H: 7.6205 -3.7430 3.1078
H: 8.5749 -1.5500 3.7339
H: 7.2765 0.5151 3.3395
H: 5.0532 0.4076 2.3483
H: 3.4245 -3.9098 3.4606
H: 2.1574 -5.9489 3.9754
H: 0.3157 -6.6721 2.4998
H: -0.2957 -5.3054 0.5272
H: 0.9531 -3.2528 0.0126

Results
Energy relative to the best compared isomer or geometry (same formula, charge and spin) = 2.6 kcal/mol
2S+1 = 1
E_HOMO = -13.17 eV
Charge = +2
Kohn-Sham gap = 7.49 eV
Strongest force on any atom = 0.56 eV Å⁻¹



(2)
Below is a molecular structure, C39H34ClN3SSi2Ti in a non-equilibrium geometry, with properties calculated with the ωB97M-V functional and the def2-TZVPD basis.

Atoms and positions in Å:
C: -0.9389 -0.4681 0.5249
C: -1.4211 0.1593 -0.6580
C: -1.3496 -0.8152 -1.7139
H: -1.8755 1.1455 -0.7275
C: -0.7466 -2.0080 -1.1615
C: -0.4948 -1.7765 0.2250
H: -0.1330 -2.5117 0.9477
H: -1.0584 -0.0682 1.5227
H: -1.7865 -0.7326 -2.7036
H: -0.6231 -2.9471 -1.6839
Ti: 0.6860 -0.3840 -1.2064
Si: 2.3881 2.9752 -4.5038
C: 0.8544 3.9773 -4.5530
C: 0.7846 5.2032 -5.2531
H: 1.7008 5.6790 -5.6102
C: -0.4549 5.7894 -5.5085
H: -0.5081 6.6978 -6.1181
C: -1.6279 5.2044 -5.0247
H: -2.6042 5.6153 -5.2889
C: -1.5620 4.0606 -4.2249
H: -2.4627 3.5908 -3.8223
C: -0.3246 3.4672 -3.9778
H: -0.2873 2.5536 -3.3847
C: -0.5777 -1.8033 -4.6580
C: -1.9156 -1.5988 -5.0358
H: -2.2632 -0.6093 -5.3509
C: -2.8313 -2.6596 -4.9234
H: -3.8928 -2.4611 -5.1008
C: -2.3942 -3.9417 -4.5823
H: -3.1154 -4.7655 -4.5158
C: -1.0496 -4.1518 -4.2426
H: -0.7052 -5.1393 -3.9431
C: -0.1396 -3.0913 -4.2690
H: 0.9085 -3.2726 -3.9750
H: 3.0241 2.5668 -5.8114
Si: 0.7627 -0.4898 -4.9691
C: 1.6579 -1.5561 -6.2905
C: 0.9870 -1.6918 -7.5207
H: 0.1359 -1.0471 -7.7720
C: 1.3956 -2.6500 -8.4607
H: 0.8570 -2.6952 -9.4031
C: 2.4451 -3.5286 -8.1659
H: 2.7395 -4.2930 -8.9004
C: 3.0876 -3.4150 -6.9260
H: 3.8870 -4.1151 -6.6734
C: 2.7046 -2.4373 -5.9860
H: 3.1888 -2.3651 -5.0083
C: 0.2114 0.8848 -6.1617
C: -1.0206 1.5763 -6.0953
H: -1.7299 1.4036 -5.2637
C: -1.3429 2.5208 -7.0831
H: -2.3715 2.9042 -7.1107
C: -0.3891 3.0015 -7.9903
H: -0.5928 3.8654 -8.6223
C: 0.8361 2.3406 -8.0745
H: 1.6019 2.6253 -8.8042
C: 1.0729 1.2515 -7.2384
H: 1.9436 0.6334 -7.4795
H: 3.2171 3.6852 -3.5978
Cl: 1.7883 1.0716 -2.8982
N: 2.7929 0.2899 2.2857
C: 1.8982 1.3048 2.6503
C: 1.6310 1.8744 3.8881
C: 0.5525 2.7754 3.9511
C: -0.2661 3.0097 2.8276
C: 0.0093 2.3917 1.5994
C: 1.0843 1.5109 1.5340
N: 1.4502 0.5861 0.5415
C: 2.5139 -0.1172 1.0238
C: 2.9853 -1.3140 0.3767
C: 3.8770 -2.2458 0.8681
S: 3.7182 -3.7666 0.0077
C: 2.4927 -3.0787 -1.0120
N: 2.2272 -1.7627 -0.7249
H: 3.5267 -0.1166 2.8603
H: 2.2709 1.6282 4.7406
H: 0.3588 3.3266 4.8724
H: -1.1106 3.7014 2.9072
H: -0.5577 2.5804 0.6885
H: 4.5596 -2.0138 1.6833
H: 2.0370 -3.5894 -1.8661

Results
Energy relative to the best compared isomer or geometry (same formula, charge and spin) = 71.5 kcal/mol
Expectation value of S² = 2.05
2S+1 = 3
E_HOMO (spin up / spin down) = -4.65 / -5.83 eV
Charge = 0
Kohn-Sham gap (spin up / spin down) = 3.80 / 4.99 eV
Strongest force on any atom = 3.02 eV Å⁻¹



(3)
Below is a molecular structure, C39H34ClN3SSi2Y in a non-equilibrium geometry, with properties calculated with the ωB97M-V functional and the def2-TZVPD basis.

Atoms and positions in Å:
C: 2.9045 -0.7858 2.9117
C: 2.5547 0.5034 2.4257
C: 1.3941 0.9142 3.1343
H: 3.0987 1.1047 1.6940
C: 0.9940 -0.1200 4.0151
C: 1.9326 -1.1810 3.8722
H: 1.9547 -2.0825 4.4661
H: 3.8058 -1.3184 2.6510
H: 0.9322 1.8915 3.0510
H: 0.1324 -0.0738 4.6865
Y: 0.7326 -1.0042 1.7123
Si: -1.3785 2.7249 -0.0181
C: -1.3782 2.8830 -1.9580
C: -2.2967 2.2339 -2.8662
H: -3.1013 1.5613 -2.5143
C: -2.4135 2.7381 -4.1870
H: -3.2112 2.3501 -4.8273
C: -1.5493 3.7103 -4.6659
H: -1.6501 4.1336 -5.6776
C: -0.4916 4.1334 -3.8473
H: 0.2786 4.7990 -4.2378
C: -0.4195 3.7164 -2.5046
H: 0.4297 4.0507 -1.8851
C: -3.2307 3.2543 0.0950
C: -3.5222 4.5189 -0.4710
H: -2.6963 5.1808 -0.7541
C: -4.8349 4.9501 -0.7141
H: -5.0288 5.9150 -1.1983
C: -5.9171 4.1414 -0.3218
H: -6.9435 4.4599 -0.5197
C: -5.6628 2.9385 0.3387
H: -6.4895 2.3219 0.7028
C: -4.3422 2.5261 0.5532
H: -4.2189 1.6030 1.1046
H: -0.5057 3.8020 0.5405
Si: -1.3089 -0.0485 -2.9847
C: -1.2957 0.0784 -1.0462
C: -0.4239 0.9208 -0.2208
H: 0.6110 1.1200 -0.5350
C: -0.8286 1.3459 1.1161
H: -0.0394 1.7525 1.7644
C: -2.0917 0.8398 1.6810
H: -2.5385 1.3245 2.5662
C: -2.7190 -0.1757 0.9834
H: -3.5153 -0.7367 1.4942
C: -2.4052 -0.4650 -0.3733
H: -3.0627 -1.1516 -0.9210
C: 0.3553 0.5063 -3.5717
C: 1.4484 0.5492 -2.6934
H: 1.4449 -0.1331 -1.8380
C: 2.5216 1.4069 -2.9380
H: 3.3671 1.4553 -2.2381
C: 2.4994 2.2046 -4.1044
H: 3.2445 2.9928 -4.2366
C: 1.5623 1.9111 -5.1132
H: 1.6102 2.4352 -6.0711
C: 0.5594 0.9612 -4.8882
H: -0.0923 0.6073 -5.6841
H: -1.5441 -1.3599 -3.4388
Cl: 1.9169 -1.7676 -0.3573
N: 2.1783 -5.6304 2.6838
C: 3.4983 -5.4575 2.3121
C: 4.5617 -6.3396 2.3792
C: 5.8034 -5.8705 1.9004
C: 5.9127 -4.5760 1.3533
C: 4.8074 -3.7045 1.3147
C: 3.5955 -4.1280 1.8580
N: 2.3656 -3.5087 2.0372
C: 1.5284 -4.4462 2.5224
C: 0.1331 -4.2321 2.8083
C: -0.7326 -5.1259 3.3960
S: -2.3331 -4.4779 3.4330
C: -1.7609 -2.9967 2.7152
N: -0.4391 -3.0072 2.4336
H: 1.7502 -6.4906 3.0118
H: 4.4098 -7.3343 2.8024
H: 6.6953 -6.5050 1.9289
H: 6.8787 -4.2483 0.9488
H: 4.8352 -2.7228 0.8427
H: -0.4114 -6.0900 3.7569
H: -2.4142 -2.1764 2.4231

Results
Energy relative to the best compared isomer or geometry (same formula, charge and spin) = 31.8 kcal/mol
2S+1 = 1
E_HOMO (spin up / spin down) = -8.56 / -8.84 eV
Charge = +1
Kohn-Sham gap (spin up / spin down) = 5.29 / 5.43 eV
Strongest force on any atom = 4.09 eV Å⁻¹



(4)
Below is a molecular structure, C39H35AlClN2Si2 in a non-equilibrium geometry, with properties calculated with the ωB97M-V functional and the def2-TZVPD basis.

Atoms and positions in Å:
C: -1.0964 -0.9889 4.3325
C: -2.0330 -0.2718 3.4482
C: -2.6516 -1.2871 2.6329
H: -2.4332 0.7410 3.5795
C: -2.0902 -2.5396 2.9431
C: -1.1244 -2.3806 3.9629
H: -0.5831 -3.1957 4.4649
H: -0.6745 -0.6076 5.2631
H: -3.4757 -1.1505 1.9224
H: -2.3597 -3.4976 2.4691
Al: -0.0220 -0.0845 2.7678
Si: 0.1043 -0.1009 -3.1631
C: 0.5050 1.4350 -4.1547
C: 1.7067 1.7415 -4.8180
H: 2.5666 1.0919 -4.6627
C: 1.7680 2.8524 -5.6703
H: 2.6920 3.0879 -6.2014
C: 0.6308 3.6354 -5.8904
H: 0.6681 4.4870 -6.5689
C: -0.5811 3.3120 -5.2727
H: -1.5148 3.8212 -5.5181
C: -0.6084 2.2801 -4.3363
H: -1.5111 2.0752 -3.7485
C: 0.5798 -1.5408 -4.2221
C: -0.0296 -1.5933 -5.4857
H: -0.8031 -0.8582 -5.7382
C: 0.3474 -2.5631 -6.4298
H: -0.0465 -2.5094 -7.4570
C: 1.2245 -3.5829 -6.0516
H: 1.4182 -4.4094 -6.7450
C: 1.8451 -3.5381 -4.7899
H: 2.6027 -4.2912 -4.5395
C: 1.5046 -2.5357 -3.8678
H: 1.9538 -2.4922 -2.8756
H: -1.3592 -0.1558 -3.0878
Si: 0.3295 0.1754 0.0876
C: -0.4481 -1.4940 -0.2663
C: -1.7524 -1.5404 -0.7838
H: -2.2770 -0.6049 -0.9856
C: -2.3241 -2.7732 -1.0819
H: -3.3003 -2.7901 -1.5622
C: -1.6220 -3.9502 -0.8050
H: -2.0602 -4.9120 -1.0564
C: -0.3283 -3.8952 -0.2663
H: 0.2177 -4.8128 -0.0346
C: 0.2964 -2.6642 -0.0638
H: 1.3424 -2.5633 0.2374
C: -0.7934 1.6433 -0.1059
C: -2.1365 1.6401 0.3123
H: -2.5111 0.8239 0.9331
C: -3.0044 2.6586 -0.0849
H: -4.0561 2.5976 0.2048
C: -2.5328 3.7011 -0.8949
H: -3.2280 4.4346 -1.3068
C: -1.1682 3.7687 -1.2238
H: -0.7658 4.5543 -1.8700
C: -0.2970 2.7808 -0.7756
H: 0.7688 2.8592 -0.9984
H: 0.6801 -0.1573 -1.6138
Cl: 2.3252 0.7707 0.1862
C: -0.2999 3.6920 4.7207
C: 0.7541 3.6298 5.6364
C: 1.5138 2.4583 5.6873
C: 1.2841 1.4274 4.7664
N: 0.2610 1.5524 3.8493
C: -0.5748 2.6188 3.8972
C: 1.9884 0.1580 4.7339
C: 3.0112 -0.2185 5.6186
C: 3.6325 -1.4562 5.4561
C: 3.0668 -2.3649 4.5619
C: 1.9317 -2.0066 3.8501
N: 1.5150 -0.7185 3.7887
H: -0.9231 4.5730 4.6214
H: 0.9508 4.4725 6.3037
H: 2.2540 2.2859 6.4662
H: -1.4469 2.6343 3.2444
H: 3.2452 0.4668 6.4310
H: 4.5126 -1.7377 6.0306
H: 3.4797 -3.3587 4.3845
H: 1.3692 -2.7448 3.2787

Results
Energy relative to the best compared isomer or geometry (same formula, charge and spin) = 0.0 kcal/mol
2S+1 = 1
E_HOMO = -9.46 eV
Charge = +1
Kohn-Sham gap = 5.48 eV
Strongest force on any atom = 3.92 eV Å⁻¹



(5)
Below is a molecular structure, C39H35BrF4MoN5PS3Se2 in a non-equilibrium geometry, with properties calculated with the ωB97M-V functional and the def2-TZVPD basis.

Atoms and positions in Å:
Mo: 1.0371 0.0844 -0.1575
Se: 4.1469 0.7125 1.6005
Se: 2.7666 2.4753 2.1163
C: 1.3087 1.3770 2.7466
C: 0.9794 1.4840 4.0900
C: 0.1035 0.5684 4.6500
C: -0.4196 -0.4143 3.8200
C: -0.0816 -0.4116 2.4811
N: 0.7661 0.4697 1.9211
C: 4.0502 1.0644 -0.2964
C: 5.2219 1.4443 -0.9411
C: 5.1512 2.0331 -2.1885
C: 3.8869 2.2344 -2.7311
C: 2.7835 1.7528 -2.0589
N: 2.8359 1.1419 -0.8650
H: 1.4364 2.2640 4.6826
H: -0.1356 0.5994 5.7013
H: -1.0798 -1.1786 4.2001
H: -0.5228 -1.1333 1.8069
H: 6.1685 1.3206 -0.4338
H: 6.0422 2.3736 -2.6941
H: 3.7643 2.7591 -3.6638
H: 1.8023 1.8956 -2.4864
F: -1.7521 1.6215 -6.6640
C: -1.4260 1.7281 -5.3954
C: -1.7509 2.8721 -4.6624
F: -2.3640 3.8872 -5.2361
C: -1.4051 2.9453 -3.3125
F: -1.7141 4.0530 -2.6520
C: -0.7142 1.9279 -2.6485
P: -0.3563 2.0580 -0.8370
C: 0.4331 3.6818 -0.6740
C: 1.1170 4.3311 -1.6985
C: 1.7668 5.5248 -1.4373
C: 1.7230 6.0839 -0.1709
C: 1.0284 5.4493 0.8477
C: 0.3988 4.2423 0.6049
C: -2.0036 2.3015 -0.0909
C: -2.6541 3.5361 -0.0496
C: -3.8993 3.6369 0.5461
C: -4.4909 2.5274 1.1296
C: -3.8384 1.3049 1.1125
C: -2.6034 1.1902 0.5016
C: -0.3547 0.8231 -3.4237
Br: 0.7643 -0.5945 -2.7714
C: -0.7146 0.7082 -4.7609
F: -0.3482 -0.3777 -5.4264
H: 1.1200 3.9442 -2.7087
H: 2.3017 6.0247 -2.2286
H: 2.2147 7.0239 0.0178
H: 0.9696 5.8968 1.8273
H: -0.1583 3.7412 1.3901
H: -2.1958 4.4180 -0.4673
H: -4.4033 4.5910 0.5605
H: -5.4546 2.6192 1.6045
H: -4.2948 0.4482 1.5841
H: -2.0774 0.2423 0.4822
C: -5.8410 -2.1158 0.5948
C: -4.8540 -2.9364 -0.2268
N: -3.5348 -2.3147 -0.2871
C: -2.3762 -2.6069 0.2744
S: -1.0078 -1.8393 -0.5092
N: -2.1497 -3.4152 1.2971
C: -3.0657 -4.2464 2.0790
C: -3.1877 -5.6668 1.5350
H: -6.8009 -2.6256 0.6110
H: -5.9873 -1.1315 0.1571
H: -5.5054 -1.9938 1.6223
H: -5.2130 -2.9939 -1.2576
H: -4.7754 -3.9489 0.1613
H: -3.4723 -1.5921 -0.9924
H: -1.1735 -3.6014 1.4926
H: -4.0415 -3.7662 2.1310
H: -2.6532 -4.2934 3.0897
H: -3.5278 -5.6803 0.5031
H: -3.9036 -6.2235 2.1343
H: -2.2340 -6.1848 1.5809
S: 3.4099 -2.0913 -0.6234
C: 4.1716 -3.5479 0.0282
N: 4.2910 -4.6041 -0.7971
C: 4.8232 -5.7692 -0.4036
C: 5.2592 -5.9296 0.8940
C: 5.1557 -4.8541 1.7748
C: 4.6163 -3.6532 1.3395
H: 3.9685 -4.5049 -1.7589
H: 4.8823 -6.5626 -1.1337
H: 5.6866 -6.8681 1.2107
H: 5.4930 -4.9479 2.7951
H: 4.5499 -2.8022 2.0002
S: 1.9192 -2.4706 1.9039
C: 2.2025 -1.5462 0.5870

Results
Energy relative to the best compared isomer or geometry (same formula, charge and spin) = 25.4 kcal/mol
Expectation value of S² = 0.76
2S+1 = 2
E_HOMO (spin up / spin down) = -15.13 / -15.10 eV
Charge = +3
Kohn-Sham gap (spin up / spin down) = 5.51 / 5.82 eV
Strongest force on any atom = 1.51 eV Å⁻¹



> Which of these has the highest strongest force on any atom?

C39H34ClN3SSi2Y



> The lowest energy relative to the best compared isomer or geometry (same formula, charge and spin) belongs to which entry?

C39H35AlClN2Si2



> Which of these has the lowest strongest force on any atom?

C39H34BrGeN10O3ReS